(1)
79
Properties=species:S:1:pos:R:3 method="wB97M-V/def2-TZVPD" charge=-1 lumo_ev=1.8 spin_multiplicity=1 homo_ha=-0.17340 gap_ha=0.2392
C 1.67021 -1.04965 -0.07510
C 0.04402 -1.43086 -0.12868
O -0.63746 -0.72483 -1.22497
C -0.68772 0.72958 -1.01150
C -1.63551 1.20361 0.25415
C -3.18701 1.18820 -0.29578
C -4.26270 0.46138 0.70522
C -5.41768 -0.23898 -0.28018
Nb -4.72709 -2.34322 -0.85554
Cl -5.32129 -3.10155 1.45099
H 2.34882 -1.98593 0.10349
H 1.77766 -0.19847 0.72051
H 1.90065 -0.56265 -1.13852
H 0.02387 -2.58817 -0.42170
H -0.48487 -1.32959 0.91046
H -1.20781 1.18609 -1.98445
H 0.35573 1.25673 -0.93460
H -1.45890 0.60519 1.24396
H -1.31608 2.32816 0.49370
H -3.20574 0.57388 -1.31839
H -3.52932 2.30225 -0.54812
H -4.73499 1.27868 1.42273
H -3.82681 -0.41370 1.34837
H -6.49837 -0.18106 0.17315
H -5.41183 0.43556 -1.26404
H -3.04458 -1.86176 -0.27281
H -4.02966 -3.95974 -1.32570
H -6.35670 -2.77810 -1.53956
H -4.22041 -1.68481 -2.49196
C 4.82450 -0.03837 -3.36482
C 5.21923 0.56873 -2.04512
O 5.05362 -0.03788 -0.98811
C 5.82449 1.94687 -2.06879
H 4.40192 -1.03425 -3.19413
H 4.06793 0.58444 -3.84880
H 5.70384 -0.13672 -4.00636
H 5.11246 2.65808 -2.49500
H 6.74837 1.93692 -2.65257
H 6.05994 2.25739 -1.04527
C 0.76185 -3.30383 4.74980
C -0.24174 -2.69372 3.80822
O 0.07306 -1.78679 3.03942
C -1.64549 -3.23628 3.84372
H 1.73177 -2.81372 4.61361
H 0.43814 -3.15775 5.78343
H 0.87471 -4.36912 4.53318
H -2.07641 -3.08716 4.83697
H -1.63985 -4.29853 3.58673
H -2.25974 -2.70172 3.11133
C 8.50833 6.72697 -1.41223
C 7.41951 5.68966 -1.47912
O 7.45539 4.77851 -2.30446
C 6.28504 5.81035 -0.49699
H 9.26012 6.51383 -2.17961
H 8.08871 7.71862 -1.59946
H 8.99067 6.69661 -0.43196
H 5.76640 6.76116 -0.64349
H 6.66836 5.73914 0.52401
H 5.57379 4.99407 -0.66210
C -4.77550 -0.61854 4.71211
C -4.38077 -0.01144 6.03182
O -4.54638 -0.61806 7.08882
C -3.77551 1.36670 6.00814
H -5.19808 -1.61442 4.88280
H -5.53207 0.00427 4.22814
H -3.89616 -0.71689 4.07057
H -4.48754 2.07791 5.58193
H -2.85163 1.35675 5.42436
H -3.54006 1.67722 7.03167
C -1.02491 -3.07035 -6.48148
C -1.83507 -3.16396 -5.21622
O -2.91400 -3.75383 -5.19096
C -1.27396 -2.50785 -3.98300
H -1.55247 -3.58866 -7.28928
H -0.89632 -2.02231 -6.76360
H -0.05245 -3.54751 -6.33610
H -1.15650 -1.43478 -4.15384
H -0.31262 -2.95997 -3.72634
H -1.96539 -2.65598 -3.14667

(2)
79
Properties=species:S:1:pos:R:3 method="wB97M-V/def2-TZVPD" charge=+3 relative_energy_kcal_mol=272.1 lumo_ev="-10.9 / -10.7" spin_multiplicity=6 homo_ha="-0.50342 / -0.50342" gap_ha="0.1045 / 0.1092" s_squared=9.32
Dy -0.00327 0.02431 -0.14058
P -0.93533 0.24441 2.18477
P -1.84827 -0.63692 -1.37929
P -0.33415 2.30025 -0.58102
H 2.42810 -0.60961 -1.37396
C 1.96892 0.28479 -0.98532
C 2.08639 0.54318 0.47499
H 2.60629 -0.18422 1.08111
C -0.78322 -1.10134 3.41361
C -2.69585 0.55640 2.41409
C -0.14555 1.59026 3.09609
C -1.52912 -0.83654 -3.15771
C -2.70486 -2.19124 -1.00606
C -3.31027 0.44970 -1.43245
C 1.01070 3.44274 -0.15139
C -1.75273 3.22144 0.05640
C -0.44493 2.60163 -2.37217
H 2.04240 1.12891 -1.64835
H 2.21012 1.54981 0.81610
H 0.38899 -1.44452 3.47045
H -1.29993 -1.98809 3.11001
H -0.99588 -0.75718 4.36372
H -3.27771 -0.29244 2.04909
H -2.99857 1.44941 1.86554
H -2.89421 0.70164 3.48288
H 0.93241 1.42233 3.17162
H -0.58030 1.63819 4.10679
H -0.30657 2.54979 2.59678
H -2.45458 -1.13057 -3.67091
H -0.76459 -1.60407 -3.32712
H -1.15733 0.09677 -3.59159
H -3.53914 -2.30547 -1.71003
H -3.10035 -2.17526 0.01613
H -2.04566 -3.06050 -1.10468
H -4.06247 -0.02604 -2.07353
H -3.07877 1.43428 -1.84403
H -3.72853 0.58184 -0.42898
H 0.73010 4.42939 -0.53185
H 1.95863 3.13904 -0.60487
H 1.14758 3.49903 0.93372
H -1.76142 4.21099 -0.41727
H -1.66558 3.35111 1.13849
H -2.69883 2.71671 -0.15362
H -0.44972 3.68439 -2.55008
H -1.35675 2.17061 -2.79352
H 0.41393 2.15207 -2.88316
C -0.78032 2.35604 -7.23104
C -0.24521 2.05995 -8.50255
C 1.08051 2.37605 -8.77943
C 1.88654 2.98275 -7.81342
C 1.34968 3.27310 -6.55634
C 0.02392 2.96382 -6.25981
O -2.07087 2.07241 -6.89226
H -2.51217 1.65393 -7.65848
H -0.87441 1.58860 -9.25075
H 1.48710 2.14497 -9.76233
H 2.92366 3.22715 -8.03817
H 1.96680 3.74491 -5.79668
H -0.40646 3.18445 -5.28726
C -0.32126 -3.96280 1.70852
N 0.70791 -3.46241 2.63893
C 1.41492 -4.54905 3.33344
C 1.13738 -2.10791 2.80783
S 0.65427 -1.22225 1.58000
N 2.33353 -1.81964 3.56982
C 2.42261 -2.25191 4.96301
C 3.46370 -0.98789 3.15004
H 0.13488 -4.62785 0.94570
H -0.86090 -3.16786 1.16116
H -1.09203 -4.53633 2.26246
H 2.49790 -4.48296 3.13215
H 1.20666 -4.52980 4.41803
H 1.07697 -5.54854 3.00269
H 3.24314 -2.99361 5.08306
H 2.62313 -1.39311 5.62590
H 1.46502 -2.66569 5.31440
H 3.91471 -1.41145 2.23298
H 3.15205 0.06867 3.05160
H 4.27424 -0.97681 3.90950

(3)
79
Properties=species:S:1:pos:R:3 method="wB97M-V/def2-TZVPD" charge=+3 relative_energy_kcal_mol=30.9 lumo_ev="-9.8 / -9.7" spin_multiplicity=3 homo_ha="-0.55488 / -0.55489" gap_ha="0.1942 / 0.1999" s_squared=2.01
Pr 0.13672 0.22790 -0.14580
P 0.46232 -2.47820 -1.10887
P 3.04695 -0.18856 0.52157
P -2.73168 0.31490 -0.68627
H 1.88432 2.81539 -0.66169
C 0.80728 2.84266 -0.47129
C 0.28585 3.04928 0.77752
H 0.91247 3.13072 1.68055
C 1.06302 -2.51247 -2.84800
C 1.57783 -3.77987 -0.47013
C -1.05004 -3.43385 -1.45480
C 3.47517 1.28724 1.54573
C 3.35535 -1.50576 1.78363
C 4.56093 -0.33502 -0.50395
C -3.45600 1.97870 -0.39469
C -4.13915 -0.79757 -0.38603
C -2.86566 0.40673 -2.50786
H 0.17869 2.81405 -1.37511
H -0.78722 3.22835 0.96406
H 1.28578 -3.56966 -3.05787
H 1.98450 -1.93224 -2.92824
H 0.32489 -2.11979 -3.55519
H 1.54226 -4.59954 -1.19479
H 1.26236 -4.14915 0.50879
H 2.61053 -3.43013 -0.38732
H -0.77373 -4.25035 -2.13049
H -1.79545 -2.80018 -1.94690
H -1.48469 -3.83711 -0.53919
H 4.55700 1.49552 1.49013
H 3.19083 1.10482 2.59369
H 2.91917 2.16550 1.18297
H 4.42472 -1.53555 2.05329
H 3.04845 -2.48333 1.38843
H 2.75315 -1.29982 2.68034
H 5.45212 -0.39500 0.14202
H 4.65472 0.53741 -1.16569
H 4.51311 -1.23579 -1.12893
H -4.15080 2.23304 -1.21035
H -2.65647 2.73460 -0.35922
H -3.99270 1.96277 0.56175
H -4.95437 -0.53635 -1.06989
H -4.46495 -0.68101 0.65265
H -3.82544 -1.83314 -0.56155
H -3.92490 0.54616 -2.75610
H -2.47430 -0.49462 -2.99591
H -2.28082 1.27038 -2.83887
C -0.64766 0.98082 -4.97971
C -0.02668 0.31098 -6.06235
C -0.15953 0.89151 -7.34687
C -0.80955 2.13428 -7.52464
C -1.55146 2.65203 -6.45692
C -1.59677 1.98094 -5.22854
O -0.33123 0.76791 -3.61459
H 0.60801 0.53811 -3.44618
H 0.53274 -0.62669 -5.92217
H 0.28675 0.39234 -8.21518
H -0.76233 2.68181 -8.48514
H -2.07855 3.59769 -6.56030
H -2.25523 2.30631 -4.42687
C -2.29969 -1.37786 4.27127
N -1.24147 -0.56779 4.85888
C -1.39374 -0.22039 6.27684
C -0.26917 -0.06358 4.08753
S -0.28354 -0.41324 2.38627
N 0.74546 0.65090 4.72537
C 0.79937 2.09627 4.78223
C 1.77825 -0.08541 5.46370
H -3.02763 -1.59940 5.05307
H -1.90551 -2.31773 3.87725
H -2.80040 -0.84243 3.46204
H -0.63510 0.51167 6.55777
H -2.39493 0.20435 6.43231
H -1.29395 -1.11757 6.90068
H 1.05388 2.41137 5.79777
H 1.55073 2.51439 4.11126
H -0.17825 2.51319 4.54185
H 1.38184 -1.07131 5.76655
H 2.69046 -0.23818 4.85611
H 2.05279 0.47264 6.37463

(4)
79
Properties=species:S:1:pos:R:3 method="wB97M-V/def2-TZVPD" charge=+4 relative_energy_kcal_mol=40.8 lumo_ev="-15.6 / -15.6" spin_multiplicity=1 homo_ha="-0.67808 / -0.67780" gap_ha="0.1052 / 0.1045"
Ti 0.10414 -0.06860 -0.40550
P 2.45560 0.80718 -0.66260
P -0.47529 2.28899 0.48487
P 0.35036 -2.64349 -0.67573
H -1.62416 1.25647 -2.21607
C -1.63080 0.20509 -1.90899
C -2.25557 -0.23117 -0.71652
H -2.86361 0.45600 -0.13848
C 2.89228 1.78398 -2.12592
C 3.17833 1.74181 0.73249
C 3.58201 -0.62902 -0.71509
C -2.22843 2.69761 0.83219
C 0.23833 2.84456 2.09028
C 0.01005 3.64313 -0.64905
C -1.23388 -3.51291 -0.42785
C 1.28707 -3.46503 0.67405
C 1.00906 -3.47745 -2.15274
H -1.55096 -0.48472 -2.75384
H -2.56690 -1.26981 -0.63989
H 3.77315 1.33877 -2.60090
H 3.11563 2.81080 -1.81775
H 2.04582 1.75233 -2.81824
H 4.26921 1.72818 0.62407
H 2.90958 1.26527 1.68495
H 2.84157 2.78275 0.73076
H 4.60440 -0.24671 -0.82255
H 3.35288 -1.27525 -1.56967
H 3.51145 -1.21736 0.21128
H -2.32276 3.77950 1.00104
H -2.58523 2.16148 1.72362
H -2.85848 2.41731 -0.01803
H 0.28250 3.94314 2.09511
H 1.24943 2.45414 2.23353
H -0.37568 2.51959 2.94170
H -0.55961 4.54322 -0.38378
H -0.21911 3.37051 -1.68684
H 1.08286 3.86150 -0.58866
H -1.10943 -4.57982 -0.65677
H -2.00906 -3.10060 -1.07773
H -1.54171 -3.40707 0.62042
H 1.29779 -4.55350 0.51670
H 0.79680 -3.26029 1.63551
H 2.31998 -3.10614 0.72774
H 0.66709 -4.51907 -2.18587
H 2.10024 -3.48592 -2.08949
H 0.71151 -2.96956 -3.07880
C 0.90355 -0.48990 -4.73290
C 1.82597 0.21595 -5.49589
C 2.03308 -0.12343 -6.84350
C 1.30555 -1.16998 -7.44252
C 0.40672 -1.89489 -6.65883
C 0.17081 -1.55906 -5.31728
O 0.69158 -0.01975 -3.43905
H 0.47514 -0.73554 -2.75462
H 2.38201 1.01185 -5.00402
H 2.75639 0.42955 -7.41757
H 1.43338 -1.38709 -8.50132
H -0.10642 -2.76936 -7.06948
H -0.54608 -2.10714 -4.69560
C -0.70805 0.69535 6.82153
C -1.01873 1.03612 5.37042
N -0.46505 -0.03823 4.49696
C -0.89030 -0.28140 3.23682
S 0.23380 -0.65986 1.93585
N -2.20873 -0.23868 2.93959
C -3.23463 -0.65150 3.92416
C -4.44543 0.25583 3.89984
H -1.14393 -0.27539 7.09274
H -1.13469 1.45652 7.48403
H 0.37365 0.66997 7.00097
H -2.09741 1.15660 5.22887
H -0.54255 1.98520 5.08621
H 0.54348 -0.13071 4.59972
H -2.43063 -0.42236 1.96082
H -3.53154 -1.68282 3.67688
H -2.76779 -0.66094 4.90643
H -5.02179 0.14675 2.97164
H -5.10578 -0.02171 4.73189
H -4.16407 1.31021 4.03027

(5)
88
Properties=species:S:1:pos:R:3 method="wB97M-V/def2-TZVPD" smiles="COC[C@@](CCCCl)(OC)P(O)Cl.CN(C)C=O.CN(C)C=O.CN(C)C=O.CN(C)C=O.CN(C)C=O" lumo_ev=0.2 spin_multiplicity=1 homo_ha=-0.32422 gap_ha=0.3321
C -0.70073 2.50259 1.35076
O 0.36854 1.59705 1.12049
C 0.32095 0.87663 -0.09347
C -0.27506 -0.55581 -0.01595
C -1.54958 -0.68000 -0.92461
C -2.93196 -1.00429 -0.35272
C -3.57974 0.15350 0.40499
Cl -4.78175 1.02875 -0.60361
O 0.61243 -1.49823 -0.60828
C 1.87463 -1.74162 -0.01280
P -0.78676 -0.94700 1.76225
O -0.81955 -2.58673 1.60918
Cl 0.98129 -0.82305 2.84778
H -1.18586 2.78281 0.41075
H -0.29391 3.40205 1.81203
H -1.45127 2.07299 2.02070
H -0.23371 1.45915 -0.83139
H 1.33562 0.78795 -0.47705
H -1.65380 0.25058 -1.48763
H -1.28416 -1.44489 -1.65040
H -3.56654 -1.26602 -1.19804
H -2.92269 -1.90715 0.25837
H -2.85670 0.91026 0.69660
H -4.10152 -0.16787 1.30112
H 2.35849 -0.81996 0.32271
H 2.48365 -2.20323 -0.78824
H 1.78554 -2.41868 0.83776
H -1.63000 -2.93465 2.00254
C 4.02050 -1.06244 -3.11150
N 3.42535 0.23275 -2.85555
C 4.22255 1.27874 -2.24099
C 2.14652 0.50861 -3.17394
O 1.60363 1.57844 -2.97401
H 4.34056 -1.53761 -2.18050
H 4.87277 -0.98950 -3.78591
H 3.27811 -1.70278 -3.58655
H 3.78101 1.60278 -1.29712
H 4.28777 2.15077 -2.89220
H 5.22228 0.89140 -2.05734
H 1.61989 -0.34831 -3.62745
C 2.25899 2.47943 4.54500
N 1.01637 3.14481 4.87116
C 1.03344 4.46965 5.46371
C -0.17568 2.56799 4.62297
O -1.24927 3.09935 4.84679
H 2.87486 2.31864 5.43246
H 2.83450 3.05698 3.81843
H 2.02213 1.51250 4.10524
H 0.53746 4.46799 6.43491
H 0.51479 5.18759 4.82705
H 2.06797 4.78205 5.58885
H -0.08675 1.55868 4.19084
C -1.27874 -6.79023 -2.02218
N -1.88963 -5.56388 -1.56888
C -1.06298 -4.43251 -1.18441
C -3.22522 -5.41216 -1.46546
O -3.76455 -4.39810 -1.06244
H -0.63138 -7.21790 -1.25342
H -0.68181 -6.62738 -2.92248
H -2.05870 -7.51422 -2.25470
H -1.27697 -4.13787 -0.15955
H -1.26641 -3.57274 -1.82289
H -0.01217 -4.69991 -1.27247
H -3.79425 -6.30490 -1.77437
C -5.55133 5.53975 5.20452
N -4.64436 5.60967 6.32619
C -3.45776 4.76891 6.33073
C -4.86119 6.43321 7.37055
O -4.12856 6.53169 8.33572
H -5.96255 4.53437 5.08945
H -5.05038 5.81177 4.27276
H -6.37713 6.23190 5.36545
H -3.46160 4.10118 7.19250
H -2.55361 5.37482 6.38394
H -3.42662 4.17917 5.41964
H -5.78712 7.02578 7.26720
C 3.30524 -4.13581 -8.17714
N 3.79693 -2.99211 -7.44237
C 3.19165 -1.68868 -7.65637
C 4.81293 -3.08560 -6.56153
O 5.25499 -2.14427 -5.93044
H 3.41447 -3.99102 -9.25384
H 2.25183 -4.32335 -7.95897
H 3.87717 -5.01731 -7.89098
H 3.93044 -0.97226 -8.01574
H 2.77298 -1.29635 -6.72894
H 2.39788 -1.78886 -8.39320
H 5.21294 -4.10839 -6.46403

(6)
82
Properties=species:S:1:pos:R:3 method="wB97M-V/def2-TZVPD" smiles="CCCNOC(=O)OCC(=O)Cl.CCOCC.CCOCC.CCOCC.CCOCC" lumo_ev=0.5 spin_multiplicity=1 homo_ha=-0.35275 gap_ha=0.3709
C -0.65905 -5.88596 -8.46470
C -0.50957 -7.39287 -8.12581
C 0.65491 -7.72368 -7.19065
N 1.96854 -7.59998 -7.79298
O 2.30716 -6.26237 -8.08110
C 2.60903 -5.51971 -6.99945
O 2.38161 -4.38158 -7.01438
O 3.14550 -6.10589 -5.90230
C 2.33774 -5.92801 -4.73888
C 2.07996 -7.32449 -4.16013
O 2.83870 -8.17818 -4.25220
Cl 0.53980 -7.61171 -3.27439
H -0.03659 -5.64765 -9.32952
H -0.41874 -5.23580 -7.61595
H -1.71521 -5.70320 -8.69420
H -1.42401 -7.67727 -7.58469
H -0.50999 -7.96792 -9.05685
H 0.50705 -7.15021 -6.25652
H 0.55183 -8.78152 -6.91256
H 2.67843 -8.05137 -7.22371
H 2.83607 -5.30947 -3.98485
H 1.40030 -5.41669 -4.97823
C -0.51954 -0.35066 -3.61778
C 0.42925 -1.53455 -3.68349
O 0.03009 -2.53057 -4.60959
C -0.07694 -2.12070 -5.96573
C 1.22044 -1.59501 -6.55139
H -1.52742 -0.68395 -3.36260
H -0.18515 0.36350 -2.86366
H -0.58236 0.17560 -4.57130
H 0.45848 -2.01932 -2.70584
H 1.45306 -1.20701 -3.89554
H -0.88359 -1.38766 -6.07720
H -0.38578 -3.00538 -6.52500
H 1.57368 -0.70151 -6.03219
H 1.08446 -1.33846 -7.60302
H 1.99956 -2.35132 -6.47173
C 1.75936 0.55901 1.24724
C 0.26182 0.78100 1.37677
O -0.50495 0.07746 0.41587
C -0.38480 -1.33484 0.43115
C -0.79881 -1.96604 1.74964
H 2.10200 0.84462 0.25060
H 2.29598 1.15423 1.98745
H 2.03211 -0.48630 1.39919
H 0.04851 1.83976 1.22313
H -0.08343 0.53928 2.38811
H 0.63435 -1.63037 0.15616
H -1.03698 -1.70900 -0.35981
H -0.17246 -1.63220 2.57823
H -0.72185 -3.05254 1.68938
H -1.82981 -1.70097 1.99093
C -1.32421 4.53310 6.10337
C -0.64142 3.20491 5.82533
O -1.31115 2.08689 6.38210
C -2.63889 1.86729 5.93934
C -2.75590 1.64175 4.44180
H -1.42903 4.69071 7.17879
H -0.74267 5.35553 5.68403
H -2.32405 4.57712 5.66929
H 0.35298 3.21557 6.27397
H -0.49349 3.06150 4.74883
H -3.28718 2.68981 6.26138
H -2.98911 0.97643 6.46258
H -2.42326 2.50950 3.87028
H -3.79246 1.43937 4.16877
H -2.14139 0.79258 4.13583
C -0.02295 7.42631 9.25283
C 0.53637 7.76074 7.88031
O -0.44597 8.20309 6.95891
C -1.15770 9.37481 7.31682
C -0.27409 10.59605 7.50656
H -0.79750 6.66104 9.17233
H 0.76958 7.05701 9.90528
H -0.47226 8.29615 9.73399
H 0.97682 6.85966 7.45086
H 1.34510 8.49567 7.95564
H -1.76613 9.19113 8.20932
H -1.85645 9.56478 6.50105
H 0.44182 10.46160 8.31868
H -0.88333 11.47029 7.73999
H 0.29519 10.79908 6.59776

Number 1: electronic energy -1835.968690 Eh. Number 2: electronic energy -3358.266109 Eh. Number 3: electronic energy -2990.707044 Eh. Number 4: electronic energy -3322.561413 Eh. Number 5: electronic energy -3005.701125 Eh. Number 6: electronic energy -1984.959314 Eh.